DFT (ωB97M-V/def2-TZVPD) results for an isolated ion of composition C4H9NO2 and charge -1 in a non-equilibrium geometry.

XYZ file:
```
16
Properties=species:S:1:pos:R:3
O 0.183 -2.449 -0.691
C 0.973 -1.608 -0.161
C 0.623 -0.093 -0.111
C 1.412 0.720 -1.145
N -0.808 0.106 -0.370
C -1.679 -0.083 0.753
O -1.372 0.739 1.904
H 2.013 -1.813 0.163
H 0.832 0.221 0.922
H 1.469 0.110 -2.045
H 2.415 0.869 -0.728
H 1.136 1.779 -1.328
H -1.006 1.019 -0.741
H -1.512 -1.129 1.003
H -2.714 0.152 0.520
H -1.968 1.461 2.056
```

Properties
- Kohn-Sham gap (alpha / beta): 0.109 / 0.242 hartree
- Maximum force: 1.41 eV Å⁻¹
- E_HOMO (alpha / beta): 0.6 / -3.0 eV
- Charge: -1
- E_tot: -9876.9163 eV
- Spin multiplicity: 2
- Energy relative to the best compared isomer or geometry (same formula, charge and spin): 40.8 kcal/mol
- <S²>: 0.754

=====

DFT (ωB97M-V/def2-TZVPD) results for a 7-piece molecular cluster, C5H26NO6 overall in a non-equilibrium geometry.

XYZ file:
```
38
Properties=species:S:1:pos:R:3
C 0.230 1.776 1.016
C -0.757 1.484 -0.091
C -1.338 0.064 -0.002
C -2.275 -0.217 1.186
C -3.062 0.948 1.794
N 1.398 0.851 0.970
H -0.236 1.760 1.999
H 0.611 2.790 1.104
H -1.596 2.166 -0.027
H -0.273 1.634 -1.053
H -1.788 -0.117 -0.977
H -0.563 -0.707 0.081
H -3.055 -0.822 0.718
H -1.753 -0.741 1.982
H -2.400 1.703 2.220
H -3.799 0.621 2.523
H -3.644 1.439 1.012
H 2.040 1.044 1.729
H 1.029 -0.095 1.092
H 1.910 0.884 0.065
H -0.090 -1.606 4.695
H -0.015 -2.482 3.497
O 0.117 -1.561 3.753
H 1.009 0.887 -4.372
H 0.632 -0.314 -3.497
O 0.639 0.655 -3.517
H 3.411 0.236 -1.855
H 1.995 -0.301 -2.031
O 2.599 0.053 -1.365
H 0.349 -4.341 1.375
H -0.401 -4.444 -0.012
O -0.057 -3.851 0.657
H 2.122 2.068 -1.350
H 2.434 3.358 -2.082
O 2.508 2.944 -1.215
H 1.450 -2.679 -3.449
H 0.026 -2.838 -3.041
O 0.590 -2.247 -3.530
```

Properties
- Kohn-Sham gap: 0.412 hartree
- Maximum force: 1.61 eV Å⁻¹
- E_HOMO: -13.9 eV
- Charge: +1
- E_tot: -19376.4023 eV
- Spin multiplicity: 1
- Energy relative to the best compared isomer or geometry (same formula, charge and spin): 0.0 kcal/mol